The following is a DFT calculation (wB97M-V/def2-TZVPD) of a structure of composition C21H45N2P3S2Sc in a non-equilibrium geometry.

Atoms and positions in Å:
Sc 0.49125 0.32058 -0.53898
P 1.90932 1.90164 0.78242
P -1.47802 0.78004 1.62180
P -1.22450 2.36557 -1.30230
H 0.81226 -2.55984 -5.39722
C 0.89728 -1.49853 -5.68123
C 1.80089 -0.65607 -5.08567
H 2.73032 -1.04295 -4.75144
C 3.38851 1.11200 1.54117
C 1.41660 3.00309 2.15064
C 2.73619 3.09549 -0.34131
C -2.96282 -0.24445 1.22299
C -1.16649 0.12704 3.29759
C -2.30314 2.32359 2.19354
C -0.81829 2.76601 -3.05818
C -1.10086 4.11782 -0.63617
C -3.03501 2.25802 -1.43636
H 0.23178 -1.13146 -6.46331
H 1.66516 0.42405 -5.20153
H 3.42862 0.03328 1.32607
H 3.34495 1.24820 2.62926
H 4.29764 1.59705 1.14680
H 0.99988 2.42530 2.98598
H 0.66847 3.72909 1.80804
H 2.33294 3.51716 2.46751
H 2.79947 2.65014 -1.34734
H 3.74452 3.27722 0.06983
H 2.16307 4.03162 -0.38853
H -3.78647 0.00065 1.91309
H -2.70379 -1.30827 1.34635
H -3.28283 -0.05451 0.19018
H -2.00621 0.35232 3.96846
H -0.27165 0.58294 3.72916
H -1.02406 -0.95326 3.28774
H -2.99069 2.05074 3.00858
H -2.86807 2.81846 1.40194
H -1.54047 3.00917 2.58974
H -1.55157 3.47044 -3.48487
H -0.83977 1.82644 -3.62087
H 0.19561 3.17965 -3.15331
H -1.60518 4.81663 -1.32555
H -0.04508 4.41240 -0.53014
H -1.56542 4.20397 0.35409
H -3.38860 2.91138 -2.24206
H -3.53741 2.53118 -0.50745
H -3.27606 1.22072 -1.67757
C 0.04841 -1.48814 -3.00208
C -1.24589 -1.39326 -3.56559
C -1.96155 -2.55931 -3.77556
C -1.41258 -3.80662 -3.52875
C -0.09305 -3.85167 -3.00684
C 0.67334 -2.72339 -2.75652
S 1.09729 -0.11542 -2.86331
H -0.93244 0.35614 -1.76062
H -1.63492 -0.40905 -3.86207
H -3.00496 -2.51106 -4.13623
H -1.96673 -4.74629 -3.69076
H 0.33814 -4.82001 -2.78941
H 1.76647 -2.74181 -2.54201
S 1.37779 -1.86044 0.43829
C 1.19664 -2.35523 2.06649
N 1.45227 -1.57303 3.14225
C 1.48198 -2.06889 4.53314
C 1.39745 -3.57110 4.58360
C 0.44212 -4.17594 3.56827
N 0.69399 -3.59155 2.26615
H 1.85378 -0.65835 2.88178
H 0.66008 -1.60730 5.09225
H 2.41458 -1.68629 4.98032
H 1.08122 -3.85572 5.58443
H 2.40293 -3.98169 4.45245
H -0.60093 -4.02151 3.88686
H 0.57220 -5.25037 3.50701
H 0.22011 -3.97445 1.43487

Total charge: +3
Frontier orbital gap (alpha / beta) (hartree): 0.210 / 0.210


The following is a DFT calculation (wB97M-V/def2-TZVPD) of a structure of composition C21H46AuN2O9P2 in a non-equilibrium geometry.

Atoms and positions in Å:
Au 0.28411 -3.01042 1.53031
C -3.92038 -4.19721 0.49497
N -3.75066 -3.76359 1.90176
C -4.94168 -3.56995 2.74008
C -2.51180 -3.37350 2.26454
O -1.52350 -3.99919 1.69883
C -2.29665 -2.35367 3.31291
O -2.74953 -1.05397 2.73111
C -1.95182 0.11475 3.09191
C -2.51069 1.31158 2.32827
O -2.17732 1.39961 1.11798
N -3.28978 2.20883 2.96585
C -3.39871 2.42865 4.39961
C -4.01859 3.19823 2.12862
H -3.07341 -4.72710 0.10051
H -4.88804 -4.80112 0.43539
H -4.13288 -3.34325 -0.15786
H -5.38187 -2.58554 2.48709
H -5.69910 -4.39046 2.61511
H -4.73113 -3.55598 3.81429
H -2.72497 -2.65669 4.28371
H -1.19462 -2.33206 3.40808
H -2.00917 0.28672 4.12041
H -0.88086 -0.07083 2.83586
H -2.96410 3.35653 4.72643
H -4.45202 2.49489 4.70937
H -2.87076 1.64232 4.96339
H -5.06445 3.07052 2.12739
H -3.80631 4.13668 2.59184
H -3.57456 3.08922 1.12187
C -2.17729 1.12332 -4.25170
C -2.05523 0.83027 -2.72849
C -2.50602 -0.56096 -2.29156
O -0.75460 1.19809 -2.21962
P 0.56180 0.32714 -2.23322
O 0.52878 -0.80053 -3.18109
C 0.78526 -0.22873 -0.47586
P 2.31903 -0.96166 0.18109
O 2.00440 -1.83295 1.42725
O 3.10889 -1.87286 -0.79018
C 4.09896 -1.24600 -1.84873
C 5.44637 -1.40513 -1.13482
C 3.88380 -2.14259 -3.02741
O 3.17697 0.30897 0.57070
C 3.26758 0.73905 1.97998
C 4.77082 0.74365 2.11139
C 2.55756 2.03318 2.15950
O 1.71772 1.34023 -2.37288
C 1.77496 2.52503 -3.42574
C 2.52238 3.61077 -2.69707
C 2.44019 2.01149 -4.67093
H -3.18085 0.87705 -4.67970
H -1.40035 0.54601 -4.78493
H -1.94689 2.12693 -4.58293
H -2.67908 1.62601 -2.25715
H -1.73931 -1.29377 -2.57333
H -3.37974 -0.86936 -2.92273
H -2.74651 -0.63865 -1.22864
H -0.01294 -0.96714 -0.35876
H 0.46180 0.64582 0.15484
H 3.70520 -0.20581 -1.93091
H 5.55313 -2.44786 -0.70861
H 5.58465 -0.70612 -0.30393
H 6.35592 -1.34577 -1.72662
H 4.12934 -3.19013 -2.66591
H 4.56761 -1.94596 -3.79828
H 2.85252 -2.07822 -3.31615
H 2.83243 -0.06177 2.59694
H 5.29523 1.41466 1.40586
H 5.20704 -0.24297 1.89018
H 5.10654 0.89967 3.14552
H 2.88335 2.85183 1.45310
H 2.75433 2.50193 3.17892
H 1.53119 1.83658 2.27190
H 0.71509 2.77738 -3.59477
H 3.37131 3.21149 -2.17987
H 1.90274 4.11493 -1.93285
H 2.92102 4.32159 -3.44154
H 3.57541 1.93500 -4.68324
H 2.28582 2.65274 -5.52263
H 2.22691 0.96017 -4.87404

Total charge: +3
Spin multiplicity: 3
Frontier orbital gap (alpha / beta) (hartree): 0.260 / 0.101
Expectation value of S²: 2.073